1.
{
  "formula": "C3H5O2S2",
  "method": "wB97M-V/def2-TZVPD",
  "homo_lumo_gap_ev": [2.5, 2.6],
  "lumo_ha": [0.012, 0.012],
  "total_charge": -1,
  "species": ["C", "C", "C", "O", "O", "S", "S", "H", "H", "H", "H", "H"],
  "coordinates": [[0.177800, -0.901198, -1.700240], [-0.325144, -0.577365, -0.269428], [1.448784, -0.341580, -1.859151], [-0.465470, -1.615892, -2.434762], [-1.580858, 0.891211, 4.126000], [-0.450803, 3.090083, 2.720591], [-1.236445, 1.310921, 2.748199], [0.359051, -0.134371, 0.397302], [-1.303754, -0.020024, -0.095468], [-0.510656, -1.581348, 0.114334], [1.791696, 0.219509, -1.039983], [2.095800, -0.339946, -2.707395]],
  "forces_ev_per_angstrom": [[2.85, 2.68, 1.65], [-2.54, -0.98, 0.17], [-0.72, -0.26, -0.15], [-2.06, -1.74, -1.72], [0.16, -0.01, -1.43], [-0.68, -1.63, -0.32], [0.54, 1.59, 1.70], [1.22, 0.69, 0.51], [0.86, -0.56, -0.88], [-0.28, -0.17, 0.41], [0.59, 0.79, 0.84], [0.05, -0.41, -0.78]],
  "nbo_charge": [0.434, -0.698, -0.789, -0.749, -0.830, -0.293, 1.068, 0.180, 0.168, 0.193, 0.151, 0.166]
}

=====

2.
{
  "formula": "C11H17BrN5O2RuS",
  "method": "wB97M-V/def2-TZVPD",
  "homo_lumo_gap_ev": [6.5, 7.0],
  "lumo_ha": [-0.348, -0.328],
  "total_charge": 2,
  "spin_multiplicity": 2,
  "species": ["Ru", "C", "C", "C", "C", "C", "Br", "N", "C", "H", "H", "H", "H", "H", "H", "N", "N", "C", "O", "O", "H", "H", "H", "S", "C", "N", "C", "C", "C", "N", "H", "H", "H", "H", "H", "H", "H", "H"],
  "coordinates": [[-0.064564, -0.538405, -0.004841], [3.138940, -4.392326, -3.232449], [3.018185, -3.318271, -2.215617], [4.149746, -2.754860, -1.623564], [4.026507, -1.759390, -0.666745], [2.749984, -1.351382, -0.346287], [2.407682, 0.033116, 0.953760], [1.647807, -1.851828, -0.903165], [1.775801, -2.818478, -1.807910], [4.105107, -4.881525, -3.148143], [3.068406, -3.978136, -4.239250], [2.353802, -5.136938, -3.132322], [5.127230, -3.108595, -1.915473], [4.883087, -1.311098, -0.190711], [0.852055, -3.216968, -2.209659], [-1.206911, -0.022608, -2.219001], [-1.771090, 1.258014, -2.088090], [-1.459192, 2.038838, -0.982788], [-2.078738, 3.059578, -0.759925], [-0.546436, 1.559599, -0.222441], [-0.516144, -0.062964, -2.977080], [-1.953297, -0.696369, -2.420764], [-2.250438, 1.688421, -2.872110], [-1.519103, -1.010619, 1.828419], [-1.786275, 0.693840, 2.184078], [-0.891402, 1.366385, 2.880122], [-1.068228, 2.760363, 3.269075], [-2.550808, 3.104105, 3.307612], [-3.192860, 2.657934, 2.003798], [-2.912084, 1.254587, 1.781997], [-0.035991, 0.907957, 3.168757], [-0.551814, 3.394551, 2.542165], [-0.600902, 2.910682, 4.243040], [-2.684364, 4.176447, 3.434684], [-3.033579, 2.603450, 4.148948], [-2.775296, 3.231923, 1.157652], [-4.271729, 2.809348, 2.008394], [-3.583098, 0.701623, 1.265833]],
  "forces_ev_per_angstrom": [[-0.29, 1.94, -1.75], [-0.03, -0.18, -0.31], [-0.21, 0.48, 0.48], [-0.37, -0.07, -0.09], [-0.28, 0.35, 0.25], [0.33, -0.21, -0.16], [-0.62, -0.39, -0.34], [-0.68, 1.14, 1.22], [0.15, -0.55, -0.48], [0.00, -0.10, -0.02], [0.00, 0.03, -0.03], [-0.04, -0.07, 0.04], [0.13, 0.00, 0.04], [0.12, 0.02, 0.04], [0.05, -0.02, -0.05], [0.25, -0.46, 0.57], [-0.01, -0.08, -0.09], [-2.03, 0.36, -0.89], [0.70, -0.26, -0.45], [2.01, -2.77, 2.30], [-0.21, 0.04, 0.23], [0.31, 0.19, 0.07], [0.07, -0.23, 0.16], [1.03, 0.55, -1.53], [-0.45, 0.30, 0.37], [0.12, -0.28, 0.02], [-0.06, 0.78, 0.04], [-0.05, -0.27, 0.01], [-0.01, 1.25, -0.14], [0.38, -0.67, 0.01], [-0.36, -0.15, -0.07], [-0.02, -0.05, 0.05], [-0.03, -0.11, -0.07], [0.06, -0.02, -0.02], [0.04, 0.03, 0.05], [-0.24, -0.27, 0.37], [0.05, -0.14, 0.06], [0.19, -0.09, 0.10]],
  "nbo_charge": [1.082, -0.648, 0.001, -0.093, -0.233, 0.148, 0.252, -0.550, 0.070, 0.249, 0.256, 0.247, 0.259, 0.269, 0.226, -0.640, -0.517, 0.864, -0.599, -0.698, 0.395, 0.405, 0.425, 0.093, 0.368, -0.534, -0.232, -0.429, -0.260, -0.523, 0.430, 0.228, 0.242, 0.264, 0.227, 0.270, 0.244, 0.441]
}

=====

no.,largest force on an atom (Eh/bohr)
1,0.0826
2,0.0802